Entry 1:
Computed, not measured: a structure of composition C5H7FNaO3, with ωB97M-V/def2-TZVPD.

```
17
Properties=species:S:1:pos:R:3:forces:R:3
C 0.8046 -1.8489 -0.0029 0.424 -3.164 1.584
C 0.2608 -2.7104 0.9413 0.463 1.656 -0.883
H 1.7087 -1.2918 0.2707 -0.489 0.001 -0.349
H 0.7120 -2.2649 -1.0132 -0.296 1.203 0.035
H 0.6877 -2.7687 1.9466 -0.439 0.213 -0.067
H -0.5869 -3.3544 0.6897 0.521 -0.026 0.069
O 0.2097 2.3625 -0.5188 -0.408 -0.103 -1.061
C 0.3235 2.5617 0.8360 0.646 1.766 1.078
C -0.7542 1.4634 -1.0256 0.065 0.225 1.003
O 0.9492 3.5667 1.1618 -0.225 -0.814 -0.364
O -0.2409 1.7316 1.5998 -0.536 -1.074 0.054
C -0.2483 0.0533 -1.1292 -0.928 1.143 -1.836
H -1.0218 1.8440 -2.0242 0.324 -0.333 0.006
H -1.7026 1.4703 -0.4708 0.274 0.053 0.271
F 0.7099 0.0294 -2.1008 -0.050 -0.657 0.571
H -1.0613 -0.6573 -1.3284 0.459 -0.199 0.061
Na -0.7501 -0.1863 2.1682 0.194 0.110 -0.171
```
Forces are in eV/Å.

highest occupied orbital energy (spin up / spin down): -8.36 / -8.35 eV
charge: 0
energy: -18572.107 eV
LUMO energy (spin up / spin down): -0.99 / -1.30 eV
orbital gap (spin up / spin down): 7.37 / 7.05 eV
molecular weight: 157.1 g mol⁻¹
spin multiplicity: 2

Entry 2:
Computed, not measured: a structure of composition Ag2I, with ωB97M-V/def2-TZVPD.

```
3
Properties=species:S:1:pos:R:3:forces:R:3
Ag -2.4763 -0.3009 -1.1779 -1.002 0.027 -0.459
Ag 2.2472 1.0843 1.1705 0.831 0.566 0.453
I 0.2292 -0.7834 0.0074 0.172 -0.593 0.005
```
Forces are in eV/Å.

highest occupied orbital energy (spin up / spin down): -26.54 / -26.15 eV
charge: +3
energy: -16058.676 eV
LUMO energy (spin up / spin down): -15.04 / -20.10 eV
orbital gap (spin up / spin down): 11.50 / 6.05 eV
molecular weight: 342.6 g mol⁻¹
spin multiplicity: 3

Entry 3:
Computed, not measured: an isolated molecule of C3H4ClP, with ωB97M-V/def2-TZVPD.

```
9
Properties=species:S:1:pos:R:3:forces:R:3
C 1.1464 0.6272 -0.4163 1.175 1.442 -2.492
C 0.0630 -0.2409 -0.0815 -4.456 -4.838 3.448
P -1.6517 -0.7811 -0.4765 1.716 -0.787 -1.315
Cl -2.6023 0.8752 0.1273 -1.393 1.621 0.705
C -0.5260 -1.1921 0.8175 1.481 2.375 -1.417
H 1.7593 0.7740 0.4912 0.228 0.146 -0.886
H 0.8064 1.6642 -0.9174 0.554 -2.317 1.430
H 1.6703 0.0754 -1.3159 -0.370 1.129 1.877
H -0.6655 -1.8018 1.7718 1.065 1.230 -1.351
```
Forces are in eV/Å.

highest occupied orbital energy: -9.03 eV
charge: 0
energy: -24984.943 eV
LUMO energy: 0.90 eV
orbital gap: 9.92 eV
structure (SMILES): CC1=P(Cl)=C1
molecular weight: 106.5 g mol⁻¹

Entry 4:
Computed, not measured: an isolated molecule of C24H31NO3, with ωB97M-V/def2-TZVPD.

```
59
Properties=species:S:1:pos:R:3:forces:R:3
C -6.1906 -1.9098 1.6246 -0.201 0.109 -0.073
C -7.1105 -1.2035 0.6349 0.173 -0.077 -0.134
C -6.3533 -0.4826 -0.4801 -0.101 0.110 0.255
C -5.5855 0.7430 0.0110 0.177 -0.185 -0.472
C -4.7975 1.3960 -1.1265 -0.318 0.273 0.397
O -3.8312 0.5286 -1.6864 0.231 -0.204 -0.124
C -2.7078 0.2258 -0.9884 0.253 -0.184 -0.015
C -2.2827 0.8480 0.1829 -0.296 0.136 -0.129
C -1.1029 0.4529 0.7819 0.227 -0.247 -0.030
C -0.3122 -0.5499 0.2332 -0.304 0.193 0.091
C 0.9615 -0.8726 0.9274 -0.018 -0.252 -0.098
O 1.1118 -0.7260 2.1251 -0.032 0.133 0.190
N 1.9530 -1.3437 0.1196 0.100 -0.339 -0.273
C 3.3279 -1.3332 0.5592 0.170 -0.055 0.106
C 4.1021 -0.1206 -0.0233 -0.046 0.093 0.053
C 3.1561 1.0715 0.0932 0.154 0.080 -0.029
C 2.9082 1.6387 1.3396 0.071 0.040 -0.065
C 1.9855 2.6565 1.4922 -0.025 0.064 0.077
C 1.2771 3.1277 0.4013 -0.034 0.074 -0.003
C 1.5092 2.5731 -0.8429 -0.070 0.060 -0.097
C 2.4376 1.5571 -0.9938 0.064 0.046 -0.011
C 5.3931 0.1450 0.7746 0.148 -0.295 -0.236
C 6.4599 -0.9218 0.5250 -0.061 0.171 0.319
O 6.7818 -1.0423 -0.8399 0.102 0.094 -0.077
C 5.6533 -1.4076 -1.5932 -0.271 0.006 -0.214
C 4.5179 -0.3856 -1.4826 0.275 -0.157 0.226
C -0.7419 -1.1745 -0.9358 0.035 0.107 0.148
C -1.9232 -0.7954 -1.5330 -0.228 0.124 -0.077
H -6.7764 -2.4789 2.3428 0.026 -0.070 0.109
H -5.5268 -2.5961 1.1031 0.103 -0.092 -0.018
H -5.5819 -1.1984 2.1765 0.111 0.022 0.093
H -7.7708 -1.9453 0.1799 -0.082 0.041 0.036
H -7.7386 -0.4860 1.1681 -0.109 -0.004 -0.013
H -7.0647 -0.1662 -1.2471 0.029 -0.009 -0.094
H -5.6506 -1.1764 -0.9462 -0.022 -0.033 -0.079
H -6.2793 1.4802 0.4199 0.006 0.054 0.068
H -4.8937 0.4480 0.8005 -0.015 0.090 0.098
H -4.3324 2.3317 -0.7919 -0.008 -0.068 -0.100
H -5.4676 1.6243 -1.9603 0.078 0.042 0.112
H -2.8570 1.6412 0.6349 -0.085 0.055 0.019
H -0.7684 0.9264 1.6923 0.029 0.039 0.079
H 1.8032 -1.2976 -0.8759 -0.099 0.088 0.100
H 3.2940 -1.2646 1.6489 0.084 -0.064 -0.103
H 3.8009 -2.2767 0.2767 0.038 0.053 0.117
H 3.4202 1.2742 2.2152 0.057 -0.078 0.101
H 1.8110 3.0726 2.4733 -0.020 0.035 0.094
H 0.5478 3.9153 0.5202 -0.059 0.074 0.013
H 0.9602 2.9231 -1.7050 -0.051 0.033 -0.067
H 2.5841 1.1469 -1.9810 0.057 -0.072 -0.095
H 5.1904 0.1793 1.8440 -0.025 0.061 0.071
H 5.7922 1.1144 0.4673 0.014 0.025 0.059
H 7.3909 -0.6482 1.0262 -0.115 -0.079 0.049
H 6.1216 -1.8934 0.9176 0.076 0.022 -0.012
H 5.9949 -1.4741 -2.6289 -0.110 -0.064 0.075
H 5.3040 -2.4046 -1.2797 0.055 0.047 -0.057
H 3.6766 -0.7547 -2.0719 -0.068 0.058 -0.119
H 4.8654 0.5530 -1.9194 -0.080 0.011 -0.096
H -0.1745 -1.9869 -1.3668 0.057 -0.071 -0.053
H -2.2713 -1.2771 -2.4335 -0.047 -0.065 -0.090
```
Forces are in eV/Å.

highest occupied orbital energy: -8.53 eV
charge: 0
energy: -33024.313 eV
LUMO energy: 0.67 eV
orbital gap: 9.20 eV
structure (SMILES): CCCCCOc1ccc(C(=O)NCC2(c3ccccc3)CCOCC2)cc1
molecular weight: 381.5 g mol⁻¹

no.,maximum force (eV/Å)
1,3.564
2,1.103
3,7.426
4,0.577